# 1
{
  "formula": "C4H8N2",
  "method": "the ωB97M-V functional and the def2-TZVPD basis",
  "species": ["C", "C", "C", "N", "C", "N", "H", "H", "H", "H", "H", "H", "H", "H"],
  "xyz": [[0.005, 1.123, 1.089], [0.149, 0.871, -0.398], [-0.400, -0.564, -0.611], [0.190, -1.173, -1.796], [-0.226, -1.325, 0.713], [-0.017, -0.358, 1.579], [-0.933, 1.641, 1.360], [0.837, 1.702, 1.533], [0.142, -0.422, 2.576], [-0.381, 1.585, -1.027], [1.208, 0.891, -0.680], [-1.488, -0.519, -0.780], [1.166, -1.382, -1.598], [-0.253, -2.073, -1.960]],
  "atomic_forces_ev_per_a": [[-0.09, -0.90, 0.12], [-0.01, -0.11, -0.25], [-0.08, 0.12, 0.01], [0.06, -0.22, 0.14], [0.21, 1.09, 0.55], [0.09, 1.69, -0.34], [0.27, -0.44, -0.07], [-0.33, -0.57, -0.11], [-0.15, -0.78, -0.14], [0.07, 0.03, 0.08], [-0.15, -0.04, -0.01], [0.14, 0.00, 0.09], [-0.09, 0.03, -0.08], [0.06, 0.10, -0.01]],
  "largest_force_ev_per_a": 1.73,
  "relative_energy_kcal_mol": 43.68,
  "total_charge": 0
}

=====

# 2
{
  "formula": "C3H5FN2",
  "method": "the ωB97M-V functional and the def2-TZVPD basis",
  "species": ["C", "C", "N", "H", "H", "H", "C", "N", "F", "H", "H"],
  "xyz": [[-1.272, 0.373, -1.159], [-1.388, -0.402, -0.084], [-1.158, -1.179, 0.801], [-0.468, 1.174, -1.352], [-2.084, 0.252, -1.928], [-1.681, -1.051, 1.736], [1.129, -0.497, 1.097], [1.563, -0.009, 0.039], [1.984, -1.148, -0.820], [0.848, 0.374, 1.673], [1.081, -1.513, 1.549]],
  "atomic_forces_ev_per_a": [[-0.72, 0.25, -0.47], [0.81, 2.54, -2.76], [-1.96, -1.54, 3.35], [-1.41, -1.55, 0.84], [1.07, 0.16, 0.76], [0.99, -0.06, -1.87], [0.46, 0.27, 1.74], [1.02, -1.82, -1.99], [-0.24, 1.05, 0.64], [-0.32, -0.14, 0.77], [0.30, 0.83, -1.01]],
  "largest_force_ev_per_a": 4.17,
  "relative_energy_kcal_mol": 96.15,
  "total_charge": 0
}

=====

# 3
{
  "formula": "C23H20ClF5N2O6PdS",
  "method": "the ωB97M-V functional and the def2-TZVPD basis",
  "species": ["Pd", "O", "C", "O", "C", "C", "Cl", "N", "N", "C", "C", "O", "O", "C", "C", "C", "C", "C", "C", "H", "H", "H", "H", "H", "H", "C", "C", "C", "S", "O", "C", "C", "C", "H", "H", "H", "H", "H", "H", "H", "H", "H", "H", "H", "H", "H", "H", "F", "C", "C", "F", "C", "F", "C", "O", "C", "F", "C", "F"],
  "xyz": [[-0.483, -0.100, -0.286], [0.127, 2.393, -5.647], [0.663, 3.011, -4.650], [0.969, 4.186, -4.625], [0.891, 2.234, -3.400], [1.324, 2.810, -2.197], [1.851, 4.381, -1.816], [1.378, 1.827, -1.276], [0.989, 0.622, -1.794], [0.707, 0.876, -3.074], [0.358, -0.276, -3.983], [-0.177, 0.109, -5.107], [0.606, -1.430, -3.677], [1.829, 1.788, 0.139], [2.968, 1.010, 0.346], [3.539, 0.926, 1.606], [2.989, 1.666, 2.644], [1.845, 2.423, 2.455], [1.237, 2.451, 1.187], [-0.029, 1.209, -5.340], [3.373, 0.507, -0.526], [4.381, 0.219, 1.728], [3.506, 1.695, 3.613], [1.483, 3.025, 3.277], [0.325, 2.940, 0.976], [0.730, -5.068, -2.414], [1.551, -3.887, -1.863], [0.617, -2.787, -1.312], [-0.241, -3.070, 0.255], [-0.225, -4.595, 0.488], [1.040, -2.468, 1.343], [0.556, -2.555, 2.783], [-0.763, -1.867, 3.012], [1.342, -5.896, -2.775], [0.149, -4.684, -3.260], [0.068, -5.419, -1.578], [2.206, -3.401, -2.608], [2.156, -4.280, -1.040], [-0.108, -2.582, -2.082], [1.092, -1.782, -1.144], [1.237, -1.432, 1.022], [1.902, -3.153, 1.189], [1.324, -2.190, 3.499], [0.498, -3.635, 3.052], [-0.733, -0.815, 2.671], [-1.066, -1.922, 4.081], [-1.605, -2.384, 2.544], [-6.312, 3.938, 2.396], [-5.178, 3.222, 2.205], [-4.430, 3.393, 1.036], [-4.899, 4.252, 0.114], [-3.306, 2.585, 0.788], [-2.624, 2.762, -0.358], [-2.846, 1.603, 1.701], [-1.824, 0.869, 1.485], [-3.643, 1.503, 2.857], [-3.213, 0.683, 3.896], [-4.719, 2.322, 3.127], [-5.380, 2.240, 4.315]],
  "atomic_forces_ev_per_a": [[-0.23, 0.39, 0.21], [0.34, 0.25, 0.31], [-0.44, -0.47, -0.45], [0.28, 1.07, -0.28], [0.21, 0.38, 0.99], [-0.04, -0.73, -0.46], [-0.05, 0.03, 0.14], [-0.20, -0.70, 1.68], [0.12, 0.75, -0.09], [0.13, -0.47, 0.33], [-0.21, 0.40, -0.67], [0.20, -1.05, 0.41], [-0.03, 0.39, -0.30], [0.66, -0.31, -1.37], [-0.06, 0.19, -0.24], [0.20, -0.75, -0.55], [0.57, 0.06, 0.69], [0.06, 0.01, -0.80], [0.42, -0.03, 0.28], [-0.28, 0.24, -0.23], [0.07, -0.15, 0.23], [-0.42, 0.74, 0.19], [-0.38, -0.15, -0.35], [-0.32, -0.09, -0.08], [-0.84, 0.65, 0.13], [-0.40, 0.48, 0.44], [-0.15, 0.02, 0.80], [0.69, 0.67, -0.02], [0.06, -1.70, -0.57], [-0.22, 1.10, 0.11], [0.60, -0.12, 0.28], [0.62, -1.10, 0.74], [-0.72, 0.37, 0.93], [0.13, 0.04, 0.07], [-0.18, -0.26, 0.13], [0.49, 0.22, -0.97], [-0.32, -0.35, 0.23], [0.27, 0.13, -0.05], [-0.54, -0.01, 0.09], [-0.12, -1.00, -0.31], [0.07, -0.20, 0.14], [-0.27, 0.56, -0.07], [-0.24, 0.21, -0.60], [-0.21, 0.49, -0.28], [-0.29, -0.50, 0.20], [0.48, 0.36, -0.38], [0.22, 0.16, -0.47], [0.05, 0.00, 0.13], [0.43, 0.57, -0.92], [0.32, -1.06, 0.11], [0.21, 0.07, -0.11], [-1.02, 1.01, 0.01], [-0.09, 0.06, 0.07], [0.75, -0.79, -0.67], [-0.17, 0.20, 0.13], [0.39, -0.31, 1.73], [-0.44, 0.61, -1.04], [-0.41, -0.40, 0.70], [0.24, -0.17, -0.30]],
  "largest_force_ev_per_a": 1.83,
  "relative_energy_kcal_mol": 0.00,
  "total_charge": -2
}

=====

# 4
{
  "formula": "C43H44BiN12O7",
  "method": "the ωB97M-V functional and the def2-TZVPD basis",
  "species": ["Bi", "C", "O", "C", "C", "C", "C", "C", "C", "N", "N", "C", "O", "C", "C", "C", "C", "C", "C", "C", "O", "H", "H", "H", "H", "H", "H", "H", "H", "H", "H", "H", "H", "C", "N", "C", "C", "O", "C", "O", "C", "C", "O", "N", "C", "C", "H", "H", "H", "H", "H", "H", "H", "H", "H", "H", "H", "H", "H", "H", "H", "H", "C", "N", "C", "N", "C", "N", "C", "C", "C", "C", "C", "C", "C", "N", "N", "C", "O", "C", "C", "C", "C", "C", "C", "N", "C", "N", "C", "N", "C", "H", "H", "H", "H", "H", "H", "H", "H", "H", "H", "H", "H", "H", "H", "H", "H"],
  "xyz": [[-1.307, 0.830, 1.143], [2.524, 2.959, 2.060], [1.993, 4.227, 2.417], [0.660, 4.486, 2.537], [0.361, 5.824, 2.729], [-0.946, 6.267, 2.910], [-1.969, 5.354, 2.891], [-1.706, 3.994, 2.662], [-2.812, 3.082, 2.812], [-2.862, 1.861, 2.412], [-3.932, 1.097, 2.822], [-3.708, -0.179, 2.663], [-2.633, -0.685, 2.144], [-4.765, -1.117, 3.113], [-6.025, -0.654, 3.486], [-7.005, -1.552, 3.873], [-6.733, -2.914, 3.899], [-5.479, -3.378, 3.527], [-4.499, -2.483, 3.130], [-0.380, 3.531, 2.472], [-0.089, 2.246, 2.307], [3.591, 3.131, 1.936], [2.104, 2.587, 1.131], [2.368, 2.218, 2.844], [1.188, 6.522, 2.748], [-1.145, 7.316, 3.077], [-2.995, 5.668, 3.045], [-3.681, 3.433, 3.367], [-6.217, 0.410, 3.473], [-7.983, -1.190, 4.159], [-7.496, -3.611, 4.220], [-5.268, -4.439, 3.546], [-3.517, -2.824, 2.832], [-6.392, 1.376, -1.902], [-5.066, 1.911, -1.617], [-4.791, 3.262, -2.090], [-4.104, 1.214, -0.997], [-2.994, 1.679, -0.741], [-4.414, -0.230, -0.595], [-3.230, -0.936, -0.296], [-2.558, -1.515, -1.385], [-1.057, -1.534, -1.104], [-0.602, -1.145, -0.030], [-0.269, -1.982, -2.104], [1.181, -1.970, -1.950], [-0.732, -2.606, -3.332], [-7.062, 2.211, -2.087], [-6.784, 0.812, -1.058], [-6.392, 0.739, -2.790], [-5.467, 3.973, -1.615], [-4.930, 3.309, -3.171], [-3.766, 3.521, -1.844], [-5.010, -0.742, -1.354], [-4.984, -0.202, 0.338], [-2.735, -0.963, -2.315], [-2.905, -2.547, -1.516], [1.446, -1.368, -1.087], [1.637, -1.552, -2.849], [1.562, -2.984, -1.807], [-1.813, -2.624, -3.402], [-0.367, -3.634, -3.379], [-0.334, -2.069, -4.196], [1.821, -3.462, 3.249], [1.190, -2.165, 3.173], [0.444, -1.671, 2.200], [0.098, -0.436, 2.519], [0.692, -0.210, 3.720], [1.364, -1.244, 4.146], [3.195, -3.575, 2.611], [4.150, -4.300, 3.308], [5.392, -4.554, 2.759], [5.695, -4.095, 1.497], [4.763, -3.340, 0.784], [3.511, -3.060, 1.344], [5.138, -2.972, -0.590], [5.989, -3.629, -1.294], [6.015, -3.076, -2.534], [5.193, -2.086, -2.531], [4.569, -1.942, -1.311], [4.952, -1.224, -3.699], [5.030, -1.844, -4.947], [4.854, -1.106, -6.096], [4.626, 0.253, -6.019], [4.571, 0.904, -4.793], [4.438, 2.408, -4.812], [3.513, 2.964, -3.852], [2.459, 2.432, -3.223], [1.885, 3.334, -2.462], [2.644, 4.440, -2.682], [3.639, 4.257, -3.512], [4.717, 0.155, -3.612], [1.138, -4.180, 2.794], [1.911, -3.694, 4.307], [0.110, -2.194, 1.315], [0.597, 0.714, 4.262], [3.912, -4.682, 4.293], [6.121, -5.122, 3.320], [6.654, -4.307, 1.045], [2.794, -2.482, 0.773], [5.228, -2.906, -4.991], [4.909, -1.589, -7.062], [4.519, 0.827, -6.931], [4.137, 2.731, -5.809], [5.400, 2.872, -4.595], [2.155, 1.407, -3.325], [2.459, 5.389, -2.207], [4.702, 0.639, -2.642]],
  "atomic_forces_ev_per_a": [[-0.02, 0.70, 0.39], [0.03, -0.02, 0.10], [-0.01, -0.01, 0.06], [0.07, 0.12, -0.15], [-0.07, -0.05, 0.05], [0.01, 0.02, -0.02], [-0.08, -0.02, -0.02], [0.16, -0.01, -0.02], [-0.17, -0.03, 0.09], [0.08, 0.10, 0.30], [-0.46, 0.01, 0.02], [0.12, 0.19, 0.09], [0.21, 0.39, 0.38], [-0.07, -0.15, -0.09], [0.05, 0.03, 0.00], [-0.02, 0.00, 0.00], [0.01, 0.00, 0.03], [-0.03, -0.02, 0.00], [0.04, 0.06, -0.05], [0.06, -0.06, 0.04], [-0.13, 0.19, 0.13], [0.00, 0.02, -0.01], [-0.03, 0.01, -0.14], [0.00, 0.03, 0.00], [0.02, -0.01, 0.00], [0.01, 0.00, -0.02], [0.01, 0.00, 0.04], [-0.03, 0.03, -0.02], [-0.02, 0.00, 0.01], [0.00, 0.00, 0.02], [-0.01, -0.01, -0.03], [0.01, 0.00, 0.02], [-0.01, -0.03, 0.00], [0.06, -0.12, -0.01], [0.13, -0.01, 0.09], [0.03, 0.04, 0.05], [-0.38, -0.10, -0.26], [0.21, 0.10, -0.03], [0.00, -0.07, 0.05], [0.16, 0.07, -0.39], [-0.22, 0.06, 0.08], [-0.23, -0.55, -1.50], [0.13, -0.42, -0.88], [-0.05, 0.18, 0.55], [0.00, -0.03, 0.14], [-0.06, -0.01, -0.09], [-0.01, 0.00, 0.04], [-0.01, 0.01, 0.02], [0.00, 0.02, 0.00], [0.00, -0.02, 0.00], [0.00, 0.00, 0.00], [-0.02, 0.02, -0.02], [0.00, -0.03, 0.01], [-0.10, -0.05, -0.08], [0.01, 0.01, 0.00], [0.00, 0.02, -0.11], [0.07, 0.04, -0.06], [-0.01, 0.01, 0.04], [-0.01, 0.00, -0.02], [0.00, 0.01, 0.00], [-0.03, 0.01, 0.02], [-0.03, 0.03, 0.04], [0.28, -0.22, -0.05], [0.19, 0.21, 0.00], [-0.20, -0.33, 0.38], [0.21, -0.07, -0.24], [-0.08, -0.04, -0.06], [0.23, -0.06, 0.24], [-0.01, 0.36, -0.32], [-0.23, 0.01, 0.11], [0.17, -0.13, 0.05], [0.12, 0.14, -0.17], [-0.35, 0.26, 0.08], [0.19, -0.35, 0.26], [-0.18, 0.21, -0.24], [-0.08, -0.41, 0.54], [0.14, 0.37, -0.52], [-0.04, 0.06, 0.22], [0.35, -0.39, -0.09], [-0.31, 0.39, 0.19], [-0.05, -0.18, 0.21], [0.09, -0.17, -0.20], [0.00, 0.26, 0.01], [-0.15, -0.18, 0.41], [0.26, -0.12, -0.13], [0.09, -0.17, 0.04], [-0.03, 0.01, 0.06], [-0.27, 0.14, 0.20], [-0.24, -0.10, 0.23], [0.17, 0.15, -0.07], [0.12, -0.20, -0.43], [-0.03, -0.02, 0.01], [-0.10, -0.04, 0.00], [0.35, -0.09, 0.53], [0.03, 0.04, -0.02], [0.01, 0.01, 0.01], [0.02, 0.00, -0.02], [-0.01, 0.00, 0.00], [-0.05, 0.01, 0.05], [0.01, 0.00, 0.00], [0.00, -0.02, 0.00], [-0.05, 0.01, 0.02], [0.05, -0.01, -0.02], [0.02, 0.01, -0.04], [0.02, -0.10, -0.09], [0.00, 0.03, 0.00], [-0.04, 0.02, -0.03]],
  "largest_force_ev_per_a": 1.61,
  "relative_energy_kcal_mol": 15.37,
  "total_charge": 1
}

=====

Number 1: HOMO level -0.3053 Eh. Number 2: HOMO level -0.3375 Eh. Number 3: HOMO level -0.0583 Eh. Number 4: HOMO level -0.3514 Eh.